1.
The following is a quantum chemistry calculation of a molecular structure, C40H50BaBrN3O6, from the Open Molecules 2025 dataset.

Summary:
- Kohn-Sham gap: 4.78 eV
- Charge: -2
- HOMO energy: -0.834 eV

Geometry (Å):
1 Ba 0.5514 -1.3746 -0.7477
2 C 0.0017 2.4922 2.4587
3 C 0.4052 3.4101 1.5182
4 C -0.6031 3.4021 0.4652
5 C -1.6418 2.5406 0.9289
6 C -1.3430 1.9630 2.1296
7 C -2.2479 1.0349 2.9350
8 C -1.4086 -0.1716 3.4470
9 C -3.4401 0.4939 2.1196
10 C -2.6987 1.9095 4.1526
11 C -0.9508 4.2024 -0.7799
12 C -1.9389 5.3216 -0.2555
13 C 0.1567 4.8489 -1.6130
14 C -1.8274 3.3999 -1.7497
15 C 1.6846 4.1952 1.6680
16 C 1.4993 5.7020 1.7442
17 C 2.4198 3.7147 2.9532
18 C 2.6043 3.7997 0.4496
19 H 0.5027 2.0855 3.3161
20 H -2.5045 2.3173 0.3090
21 H -0.4442 -0.2442 2.9534
22 H -1.8695 -1.1475 3.2845
23 H -1.2436 -0.0215 4.5077
24 H -3.0646 0.0229 1.2127
25 H -4.0757 1.3062 1.7561
26 H -4.0158 -0.2088 2.7157
27 H -1.9006 2.4384 4.6153
28 H -3.0797 1.2681 5.0046
29 H -3.5244 2.6008 3.8626
30 H -1.2806 5.9747 0.3045
31 H -2.7269 4.9251 0.4088
32 H -2.3953 5.8927 -1.0298
33 H 0.6056 4.1286 -2.3371
34 H 1.0100 5.2178 -1.0105
35 H -0.2716 5.6892 -2.1771
36 H -2.7120 2.9554 -1.2192
37 H -1.3711 2.4956 -2.1967
38 H -2.1554 4.0566 -2.6287
39 H 0.9369 5.9462 2.6639
40 H 0.8564 6.0720 0.9743
41 H 2.3933 6.3580 1.6683
42 H 1.9253 4.1127 3.8675
43 H 3.4522 4.0085 3.0588
44 H 2.3238 2.6295 3.0031
45 H 2.1459 4.0872 -0.5007
46 H 2.7198 2.7164 0.4539
47 H 3.6109 4.2624 0.5257
48 O 6.3854 -2.1951 -3.4617
49 C 6.0662 -0.9431 -3.7229
50 O 6.8916 -0.1754 -4.1615
51 C 4.6415 -0.4745 -3.4041
52 C 4.1373 0.7443 -3.6479
53 N 2.8685 0.8005 -3.1041
54 N 2.5775 -0.3147 -2.4547
55 C 3.5531 -1.2105 -2.7655
56 C 3.2720 -2.6947 -2.5246
57 O 4.1693 -3.5123 -2.8767
58 O 2.2960 -2.9603 -1.7732
59 H 5.5688 -2.7985 -3.1699
60 H 4.6346 1.5305 -4.2610
61 H 2.2248 1.6099 -3.0921
62 C 4.6987 -2.6798 3.1298
63 C 3.7867 -3.5733 2.6235
64 C 2.9109 -3.0295 1.6464
65 N 2.7607 -1.7249 1.3844
66 C 3.6443 -0.8328 1.9413
67 C 4.6154 -1.2710 2.7973
68 H 5.4075 -3.0582 3.8626
69 H 3.5827 -4.6466 2.9163
70 H 2.0960 -3.6368 1.1777
71 H 3.4958 0.2117 1.7705
72 H 5.3507 -0.6078 3.2425
73 Br -0.2825 -2.5707 -5.4731
74 C -2.0969 -2.3252 -5.0484
75 C -3.0433 -2.9162 -5.8737
76 C -4.3796 -2.8140 -5.5768
77 C -4.8626 -2.0244 -4.5305
78 C -3.9494 -1.5466 -3.5932
79 C -2.5828 -1.7581 -3.8395
80 C -1.7357 -1.2563 -2.7129
81 O -2.1463 -1.5256 -1.5461
82 O -0.7105 -0.5572 -3.0359
83 H -2.7417 -3.1843 -6.8808
84 H -5.0866 -3.2885 -6.2798
85 H -5.9310 -1.8545 -4.3595
86 H -4.1349 -0.9879 -2.6110
87 C -1.5645 -5.8002 0.2095
88 C -2.1276 -4.9609 1.3900
89 C -1.9529 -5.8050 2.7047
90 C -3.6297 -4.5592 1.0894
91 C -1.2863 -3.7612 1.4043
92 C -0.6744 -2.6473 1.3259
93 H -2.2861 -6.5932 -0.0055
94 H -0.5833 -6.2315 0.5088
95 H -1.4118 -5.1849 -0.6932
96 H -1.4787 -5.1057 3.4467
97 H -1.2589 -6.6529 2.5549
98 H -2.8724 -6.1886 3.0949
99 H -4.1632 -5.4202 0.6551
100 H -3.6038 -3.7182 0.4307
101 H -4.1291 -4.1487 1.9817

Mulliken atomic charge list, values in e, 4 entries: 1.58, -0.34, -0.37, 0.94



2.
The following is a quantum chemistry calculation of a molecular structure, C40H50N12STi, from the Open Molecules 2025 dataset.

Summary:
- 2S+1: 3
- Kohn-Sham gap (spin up / spin down): 6.62 / 8.05 eV
- Charge: +2
- HOMO energy (spin up / spin down): -11.728 / -13.507 eV

Geometry (Å):
1 Ti -0.5976 -0.2912 -0.0582
2 C 3.2383 4.2407 1.7685
3 C 2.5147 3.0628 2.2965
4 N 2.9117 2.2890 3.2560
5 N 1.9345 1.3426 3.3600
6 C 0.9363 1.5079 2.4974
7 S -0.4456 0.5274 2.3562
8 N 1.2979 2.6203 1.8066
9 N 0.5264 3.1738 0.8010
10 H 4.1533 4.3742 2.3392
11 H 2.6349 5.1446 1.8566
12 H 3.4908 4.0982 0.7162
13 H 1.9902 0.6314 4.0727
14 H 0.3230 4.1426 1.0145
15 H 1.0026 3.0907 -0.0898
16 C -3.4841 -2.2414 -2.2075
17 C -4.1771 -1.3277 -1.2277
18 C -5.4144 -0.7840 -1.5491
19 C -6.1379 -0.0568 -0.6149
20 C -5.6331 0.1114 0.6626
21 C -4.3849 -0.3955 1.0165
22 C -3.9063 -0.2812 2.4373
23 C -3.6502 -1.0821 0.0506
24 N -2.3147 -1.5362 0.3222
25 C -2.1133 -2.8101 0.5796
26 C -3.2035 -3.7989 0.8420
27 C -0.7338 -3.2212 0.5492
28 C -0.3641 -4.6527 0.7664
29 N 0.1180 -2.2520 0.2632
30 C 1.5144 -2.5689 0.1844
31 C 2.1201 -2.5933 -1.0772
32 C 1.3066 -2.4326 -2.3336
33 C 3.4902 -2.8108 -1.1520
34 C 4.2430 -3.0081 -0.0032
35 C 3.6226 -3.0058 1.2346
36 C 2.2510 -2.7917 1.3510
37 C 1.5981 -2.8255 2.7078
38 H -3.7939 -2.0257 -3.2296
39 H -3.7540 -3.2811 -2.0088
40 H -2.3965 -2.1795 -2.1497
41 H -5.8326 -0.9675 -2.5318
42 H -7.1106 0.3422 -0.8715
43 H -6.2229 0.6255 1.4130
44 H -4.3327 -1.0858 3.0414
45 H -4.2234 0.6584 2.8902
46 H -2.8255 -0.3626 2.5175
47 H -4.1630 -3.3055 0.9736
48 H -2.9793 -4.3794 1.7379
49 H -3.2933 -4.5104 0.0179
50 H -0.5436 -4.9439 1.8042
51 H 0.6809 -4.8400 0.5325
52 H -0.9836 -5.3023 0.1464
53 H 0.5480 -1.6519 -2.2356
54 H 0.7772 -3.3586 -2.5702
55 H 1.9432 -2.1876 -3.1821
56 H 3.9678 -2.8390 -2.1243
57 H 5.3093 -3.1792 -0.0745
58 H 4.2052 -3.1831 2.1308
59 H 2.3191 -2.5703 3.4848
60 H 1.2347 -3.8297 2.9375
61 H 0.7502 -2.1439 2.7732
62 N 10.0431 -0.2414 1.4540
63 C 8.9602 -0.0797 1.1092
64 C 7.6026 0.1260 0.6822
65 C 6.6396 0.5190 1.6088
66 C 5.3330 0.7204 1.2008
67 C 4.9970 0.5142 -0.1279
68 C 5.9461 0.1219 -1.0590
69 C 7.2550 -0.0659 -0.6529
70 N 3.6402 0.6857 -0.5471
71 C 3.2161 1.2373 -1.7365
72 C 1.8633 1.1198 -1.7447
73 N 1.4455 0.5012 -0.5802
74 C 2.5493 0.2601 0.1105
75 H 6.9207 0.6778 2.6405
76 H 4.5904 1.0564 1.9133
77 H 5.6630 -0.0597 -2.0874
78 H 8.0099 -0.3716 -1.3639
79 H 3.9013 1.6669 -2.4457
80 H 1.1723 1.4444 -2.5045
81 H 2.6042 -0.2579 1.0531
82 C -4.2275 4.1632 -0.0714
83 C -3.7758 3.1732 0.9829
84 N -2.7431 2.3131 0.4257
85 C -2.6272 1.9757 -0.8695
86 N -1.6977 1.0690 -1.1996
87 C -1.6280 0.6748 -2.6118
88 C -1.9010 1.8459 -3.5338
89 C -3.2896 2.3522 -3.2041
90 N -3.4159 2.5892 -1.7684
91 C -4.5563 3.4031 -1.3419
92 H -3.4424 4.8953 -0.2713
93 H -5.1076 4.7027 0.2756
94 H -4.6266 2.5719 1.3148
95 H -3.3607 3.6809 1.8530
96 H -2.1277 1.8251 1.0609
97 H -2.3599 -0.1062 -2.8274
98 H -0.6383 0.2433 -2.8080
99 H -1.8600 1.5386 -4.5781
100 H -1.1627 2.6371 -3.3793
101 H -4.0496 1.6360 -3.5319
102 H -3.4836 3.2980 -3.7104
103 H -5.4283 2.7587 -1.1954
104 H -4.7816 4.0953 -2.1516

Mulliken atomic charge list, values in e, 4 entries: 0.40, -1.45, 1.24, -0.88



The calculation returns the following maximum force values, one per record and in order: 3.88, 0.21 eV Å⁻¹.
The calculation returns the following energy above the lowest of the compared OMol25 structures with the same formula, charge and spin values, one per record and in order: 191.6, 0.0 kJ/mol.